DFT (wB97M-V/def2-TZVPD) results for a cluster of 12 separate species, C47H88N4O15P in total in a non-equilibrium geometry.

```
155
Properties=species:S:1:pos:R:3
H -6.25 7.76 8.46
O -0.30 11.56 0.25
H -0.06 -1.43 -3.09
H 5.02 1.33 2.54
H -2.60 11.20 1.22
C 4.10 0.94 2.98
H 0.54 0.47 -0.88
H -1.69 2.25 -1.04
C -6.39 -1.22 1.23
H -7.85 8.40 8.90
N -1.60 0.59 -3.53
H -5.25 -3.59 2.30
C -5.16 -2.70 2.93
H 2.97 -6.99 -0.28
C 5.53 -1.10 -2.64
H -7.64 10.25 6.98
H 4.42 0.49 -3.13
O 8.69 -3.25 2.35
O 3.85 -1.38 3.42
C 3.39 -6.20 0.34
H 0.72 10.06 2.74
N 4.31 -0.52 -3.18
H -5.99 -2.67 3.64
H 3.72 -5.38 -0.29
H 3.10 -4.54 5.02
H 0.78 -4.05 2.04
H 3.94 -8.75 1.48
C -5.17 -1.46 2.07
H 0.39 8.83 1.50
H 6.71 -2.49 1.07
H -7.27 -1.13 1.87
O 0.11 -2.85 -4.40
C -5.63 7.45 2.85
O 2.25 0.91 -6.09
H -0.72 -4.92 -5.52
H -5.08 -7.20 -4.40
H 0.57 -3.19 3.58
C 3.81 -0.82 1.11
O -4.23 -0.70 2.06
C 1.49 -5.12 3.74
C 0.61 9.89 1.67
H 1.48 -4.43 5.77
H -4.99 4.92 -0.18
C 0.98 -4.15 -2.59
H -4.15 -9.02 -2.68
C -6.72 8.86 1.00
H 0.46 1.40 -4.85
H 0.31 -4.62 -1.87
H 1.86 -4.78 -2.72
C -5.33 2.86 0.15
H 5.02 0.40 -7.31
O -6.28 3.02 0.86
C 3.91 -0.50 2.59
H -4.22 -2.75 3.48
H -6.27 -0.30 0.66
H 1.24 -1.12 -0.84
H 1.54 10.14 1.17
H 6.68 -4.70 4.18
C -1.35 -0.04 -2.40
O -8.06 7.35 6.01
C 4.58 -6.74 1.11
C 0.27 -3.96 -3.90
H -2.41 1.19 -3.63
N -0.31 -0.91 -2.23
H -7.67 8.94 1.54
O 3.20 -1.92 -1.76
H -2.21 9.50 1.53
H 5.26 -8.18 2.53
H -1.65 -0.23 -0.53
H 7.08 -5.82 2.87
C -5.58 8.67 1.98
O 5.68 -6.25 0.98
H 5.53 -2.75 -3.96
O -4.67 9.47 2.05
C 1.24 -3.83 3.00
H -4.42 -5.56 -4.25
H 1.75 0.19 -3.49
H -3.05 2.55 0.83
H 3.68 -1.89 1.00
C -7.31 7.72 8.23
H -5.63 6.55 2.24
H 2.18 -3.30 2.85
H -5.44 4.06 -1.62
C 7.61 -3.79 2.48
H 3.59 -7.61 2.80
H 4.16 1.02 4.06
H -7.34 9.65 5.33
H 3.25 1.54 2.62
C 7.18 -2.84 -2.55
C 2.03 0.07 -2.44
C -3.59 -6.97 -2.88
H -6.77 8.02 0.31
H 0.60 -5.87 -4.80
H -7.67 6.70 8.39
H -3.24 1.89 -1.77
H -4.76 7.43 3.50
H 8.36 -5.18 3.91
C 7.42 -4.95 3.42
H -1.88 10.73 2.77
C 6.04 -2.28 -3.13
H -4.65 -7.98 -1.32
C -3.31 1.63 0.32
O 1.20 -6.20 3.25
H -0.95 -5.70 -3.93
C -7.55 8.11 6.80
N -2.17 0.14 -1.33
C -4.74 -6.44 -3.70
H 2.25 -6.01 5.52
H 2.40 1.05 -2.12
H -6.04 9.62 6.54
H -6.54 -2.06 0.54
H 4.61 1.72 -6.21
H 2.41 0.71 -9.15
C 0.88 -0.34 -1.52
P -0.61 0.50 -4.98
C 4.33 -7.90 2.04
H -5.57 -6.16 -3.04
H -6.53 7.46 3.47
O -1.47 0.87 -6.11
H 1.35 -0.26 -8.11
C -0.51 10.75 1.12
C -1.89 10.53 1.70
C 6.41 -3.32 1.70
H -0.16 -0.83 -5.13
H 7.75 -0.49 -0.13
C 7.77 -2.21 -1.48
C -7.11 9.50 6.39
C -4.83 4.00 -0.72
C 2.12 -5.02 5.10
H 2.98 -0.85 -8.50
O -2.51 -6.43 -2.90
H 6.03 -4.12 1.07
H 7.57 -3.76 -2.95
C -2.54 1.55 -1.00
H -3.78 3.90 -1.00
C 3.21 -0.89 -2.38
C -0.23 -5.19 -4.58
H 2.64 -5.85 1.05
H 4.72 -0.52 0.59
C 2.38 0.04 -8.29
H -2.95 -8.46 -1.50
C 2.93 0.75 -7.08
H 8.64 -2.65 -1.02
H 5.62 -2.99 2.39
C 7.29 -0.99 -0.97
C 6.18 -0.45 -1.58
H -6.56 9.78 0.44
H -3.11 0.75 0.93
C -3.85 -8.19 -2.04
H 1.30 -3.19 -2.21
C 4.35 1.24 -7.15
O -4.72 1.63 0.09
H 4.46 1.95 -7.96
H 5.76 0.50 -1.25
H 2.94 -0.31 0.68
```

Results
LUMO level	-0.10440	hartree
E_HOMO	-10.5	eV
total charge	+1
total energy	-96122.6957	eV